Arrangement w

Density functional theory data (the ωB97M-V functional and the def2-TZVPD basis) for a cluster of 2 separate species, C5H12N4 in total.

Element x y z (Å)
C  1.058  0.193  3.051
N  0.489  -1.317  0.614
C  0.091  0.561  1.979
N  -0.125  -0.219  0.945
H  1.182  -1.575  1.313
H  0.452  -1.735  -1.451
H  -0.530  1.432  2.080
H  1.053  0.952  3.829
H  2.076  0.112  2.660
H  0.799  -0.767  3.506
C  0.030  -1.091  -2.283
N  0.774  0.003  -2.617
C  -1.135  0.161  0.006
C  -1.265  1.392  -0.463
N  -1.091  -1.431  -2.751
H  1.576  0.247  -2.063
H  0.380  0.718  -3.207
H  -1.469  -0.774  -3.438
H  -1.735  -0.673  -0.326
H  -0.605  2.196  -0.175
H  -2.006  1.616  -1.209

Calculated values
* spin multiplicity: 1
* molecular weight: 128.18 g/mol
* frontier orbital gap (spin up / spin down): 8.50 / 8.50 eV
* LUMO level (spin up / spin down): 0.026 / 0.026 Eh

Partial charges, Mulliken, in e: C -1.394; N -1.009; C 0.277; N 0.613; H 0.148; H 0.413; H 0.363; H 0.324; H 0.319; H 0.344; C 0.044; N -0.420; C -0.416; C -0.743; N -0.645; H 0.225; H 0.200; H 0.190; H 0.579; H 0.287; H 0.301

Arrangement x

Density functional theory data (the ωB97M-V functional and the def2-TZVPD basis) for the molecule C5H12N4.

Element x y z (Å)
H  -2.974  -1.351  0.021
N  -1.947  -1.342  0.053
C  -1.517  -0.145  -0.041
N  -2.166  0.995  0.123
C  -0.004  -0.018  -0.279
C  0.812  1.106  0.321
N  0.817  2.341  -0.470
C  1.888  0.052  0.522
C  0.906  -1.103  0.366
N  1.171  -2.096  -0.570
H  -3.241  1.006  0.381
H  -1.790  1.903  -0.003
H  0.191  -0.149  -1.388
H  0.403  1.273  1.298
H  1.280  2.238  -1.391
H  1.317  3.128  -0.004
H  2.323  0.012  1.551
H  2.618  0.059  -0.355
H  0.356  -1.427  1.337
H  0.212  -2.527  -0.689
H  1.678  -2.789  -0.044

Calculated values
* spin multiplicity: 1
* SMILES: [H]/N=C(\N)[C@H]1[C@H](N)C[C@@H]1N
* molecular weight: 128.18 g/mol
* frontier orbital gap: 9.82 eV
* LUMO level: 0.036 Eh

Partial charges, Mulliken, in e: H 0.201; N -0.632; C 0.109; N -0.388; C -0.212; C -0.284; N -0.569; C -0.840; C 0.285; N -0.802; H 0.252; H 0.218; H 0.176; H 0.451; H 0.242; H 0.241; H 0.275; H 0.288; H 0.368; H 0.351; H 0.268

In eV, relative to the most stable structure: arrangement w 1.951; arrangement x 0.000.

Arrangement w

Density functional theory data (the ωB97M-V functional and the def2-TZVPD basis) for a structure of composition C24H27ClKN4O2S2.

Element x y z (Å)
K  2.355  -3.051  0.056
S  1.102  -1.016  1.842
C  0.916  0.448  0.992
N  0.773  1.669  1.774
C  0.510  2.874  1.064
C  1.464  2.959  -0.106
N  1.296  1.796  -0.943
C  1.473  2.039  -2.362
C  0.304  2.783  -2.962
C  -0.948  2.171  -3.008
C  -2.038  2.846  -3.530
C  -1.896  4.142  -4.013
C  -0.657  4.758  -3.971
C  0.436  4.079  -3.446
C  1.016  0.541  -0.406
S  0.810  -0.764  -1.548
C  0.449  1.671  3.174
C  -1.032  1.847  3.449
C  -1.945  0.921  2.943
C  -3.302  1.083  3.159
C  -3.773  2.171  3.886
C  -2.875  3.096  4.391
C  -1.513  2.933  4.168
H  0.657  3.722  1.741
H  -0.525  2.932  0.678
H  2.498  3.032  0.261
H  1.244  3.847  -0.705
H  1.597  1.070  -2.843
H  2.391  2.620  -2.503
H  -1.045  1.160  -2.626
H  -3.005  2.360  -3.561
H  -2.751  4.668  -4.420
H  -0.538  5.768  -4.344
H  1.407  4.561  -3.414
H  1.001  2.482  3.669
H  0.778  0.726  3.602
H  -1.576  0.075  2.376
H  -3.999  0.356  2.761
H  -4.836  2.295  4.053
H  -3.232  3.949  4.955
H  -0.811  3.662  4.560
C  2.993  -0.932  2.402
H  2.799  -0.283  3.251
H  3.525  -0.312  1.682
H  3.569  -1.809  2.680
Cl  0.868  -7.304  -2.611
C  1.937  -5.965  -3.137
C  2.649  -5.195  -2.001
O  3.167  -4.128  -2.400
O  2.640  -5.659  -0.846
H  1.327  -5.269  -3.705
H  2.685  -6.397  -3.797
N  -1.676  -5.431  -0.844
C  -1.581  -6.168  0.311
C  -0.684  -5.501  1.091
N  -0.226  -4.388  0.436
C  -0.836  -4.375  -0.719
H  -2.181  -5.686  -1.672
H  -2.130  -7.081  0.456
H  -0.320  -5.772  2.068
H  -0.704  -3.626  -1.485

Calculated values
* spin multiplicity: 1
* molecular weight: 542.19 g/mol
* charge: -1
* frontier orbital gap: 5.48 eV
* LUMO level: 0.084 Eh

Partial charges, Mulliken, in e: K 0.802; S -0.047; C -0.231; N 0.264; C -0.777; C -0.785; N 0.257; C -1.837; C 0.747; C -0.202; C -0.693; C -0.349; C -0.560; C -0.226; C 0.229; S -0.463; C -1.344; C 0.559; C -0.002; C -0.729; C -0.343; C -0.597; C -0.382; H 0.483; H 0.289; H 0.226; H 0.446; H 0.466; H 0.425; H 0.355; H 0.377; H 0.359; H 0.352; H 0.334; H 0.350; H 0.420; H 0.417; H 0.376; H 0.361; H 0.352; H 0.318; C -1.226; H 0.329; H 0.328; H 0.467; Cl -0.242; C -0.444; C 0.712; O -0.765; O -0.716; H 0.226; H 0.356; N 0.052; C -0.347; C -0.409; N -0.053; C -0.601; H 0.206; H 0.383; H 0.360; H 0.387

Arrangement x

Density functional theory data (the ωB97M-V functional and the def2-TZVPD basis) for a structure of composition C24H27ClKN4O2S2.

Element x y z (Å)
K  3.122  1.218  -0.504
S  1.717  -1.412  0.338
C  0.379  -1.161  1.358
N  -0.273  -2.274  1.898
C  -1.625  -2.104  2.377
C  -1.662  -0.937  3.321
N  -1.119  0.230  2.670
C  -1.618  1.486  3.179
C  -3.020  1.783  2.693
C  -3.326  1.641  1.341
C  -4.603  1.916  0.880
C  -5.593  2.336  1.761
C  -5.296  2.480  3.107
C  -4.013  2.202  3.568
C  -0.118  0.135  1.715
S  0.445  1.578  0.988
C  0.088  -3.629  1.550
C  -0.742  -4.227  0.432
C  -1.184  -5.542  0.510
C  -1.922  -6.109  -0.521
C  -2.238  -5.355  -1.642
C  -1.809  -4.037  -1.723
C  -1.066  -3.475  -0.695
H  -1.925  -3.019  2.892
H  -2.335  -1.939  1.554
H  -1.102  -1.176  4.237
H  -2.696  -0.719  3.604
H  -0.940  2.277  2.862
H  -1.613  1.449  4.276
H  -2.545  1.325  0.658
H  -4.826  1.806  -0.174
H  -6.592  2.547  1.399
H  -6.062  2.801  3.802
H  -3.783  2.306  4.623
H  -0.029  -4.251  2.444
H  1.138  -3.630  1.263
H  -0.947  -6.131  1.390
H  -2.256  -7.137  -0.443
H  -2.816  -5.792  -2.447
H  -2.048  -3.440  -2.594
H  -0.714  -2.453  -0.767
C  2.065  4.262  -0.897
H  1.542  4.143  0.039
H  1.605  3.936  -1.820
H  3.037  4.732  -0.931
Cl  7.013  1.361  -4.333
C  7.166  1.258  -2.550
C  5.828  1.048  -1.817
O  5.765  1.581  -0.695
O  4.953  0.350  -2.392
H  7.631  2.175  -2.205
H  7.819  0.414  -2.339
N  3.123  1.862  -3.795
C  3.399  3.053  -4.410
C  2.183  3.627  -4.667
N  1.174  2.818  -4.214
C  1.774  1.769  -3.701
H  3.822  1.192  -3.443
H  4.410  3.361  -4.611
H  1.977  4.569  -5.148
H  1.281  0.921  -3.251

Calculated values
* spin multiplicity: 1
* molecular weight: 542.19 g/mol
* charge: -1
* frontier orbital gap (spin up / spin down): 7.16 / 5.51 eV
* LUMO level (spin up / spin down): 0.090 / 0.082 Eh

Partial charges, Mulliken, in e: K 1.010; S -0.521; C 0.001; N 0.114; C -0.763; C -0.668; N 0.359; C -1.772; C 0.817; C -0.112; C -0.670; C -0.375; C -0.527; C -0.377; C 0.218; S -0.589; C -1.817; C 1.035; C -0.545; C -0.536; C -0.384; C -0.734; C 0.003; H 0.486; H 0.297; H 0.278; H 0.432; H 0.413; H 0.385; H 0.356; H 0.375; H 0.365; H 0.362; H 0.321; H 0.424; H 0.416; H 0.308; H 0.364; H 0.363; H 0.382; H 0.400; C -1.227; H 0.436; H 0.460; H 0.350; Cl -0.233; C -0.370; C 0.794; O -0.801; O -0.898; H 0.289; H 0.286; N 0.157; C -0.085; C -0.614; N -0.609; C -0.376; H 0.273; H 0.385; H 0.371; H 0.523

In eV, relative to the most stable structure: arrangement w 0.000; arrangement x 0.237.

Arrangement w

Density functional theory data (the ωB97M-V functional and the def2-TZVPD basis) for a cluster of 4 separate species, C16H28N4 in total.

Element x y z (Å)
C  8.845  10.847  2.796
C  10.041  9.945  3.118
C  9.874  9.075  4.377
C  10.192  9.843  5.592
N  10.448  10.442  6.543
H  9.183  11.877  2.669
H  8.011  10.796  3.491
H  8.446  10.600  1.807
H  10.953  10.530  3.246
H  10.253  9.277  2.281
H  10.592  8.254  4.381
H  8.859  8.696  4.480
C  12.320  12.669  -2.994
C  13.224  13.609  -2.222
C  14.597  13.016  -1.927
C  15.309  12.596  -3.140
N  15.874  12.260  -4.085
H  11.312  13.086  -3.070
H  12.204  11.716  -2.469
H  12.667  12.464  -4.006
H  12.716  13.911  -1.307
H  13.380  14.543  -2.766
H  14.579  12.144  -1.263
H  15.236  13.729  -1.395
C  6.071  15.146  -5.483
C  6.738  13.964  -4.823
C  6.285  12.625  -5.393
C  6.837  12.405  -6.737
N  7.267  12.219  -7.785
H  4.996  15.111  -5.266
H  6.096  15.059  -6.572
H  6.463  16.097  -5.137
H  6.643  13.993  -3.736
H  7.825  13.982  -4.969
H  5.207  12.589  -5.595
H  6.576  11.806  -4.740
C  8.935  14.844  -0.943
C  9.650  14.342  0.315
C  10.588  15.359  0.975
C  11.502  16.042  0.069
N  12.206  16.571  -0.662
H  8.731  15.916  -0.829
H  8.018  14.303  -1.142
H  9.612  14.859  -1.802
H  10.126  13.376  0.143
H  8.881  14.168  1.075
H  11.189  14.851  1.732
H  9.994  16.109  1.500

Calculated values
* spin multiplicity: 1
* SMILES: CCCC#N.CCCC#N.CCCC#N.CCCC#N
* molecular weight: 276.43 g/mol
* frontier orbital gap: 11.54 eV
* LUMO level: 0.001 Eh

Partial charges, Mulliken, in e: C -0.865; C -0.514; C -0.515; C 0.241; N -0.408; H 0.067; H 0.405; H 0.315; H 0.369; H 0.317; H 0.291; H 0.301; C -1.160; C 0.151; C -0.560; C 0.229; N -0.431; H 0.215; H 0.301; H 0.431; H -0.164; H 0.320; H 0.291; H 0.328; C -1.203; C -0.139; C -0.436; C 0.206; N -0.412; H 0.311; H 0.334; H 0.346; H 0.162; H 0.284; H 0.246; H 0.304; C -1.290; C -0.111; C -0.691; C 0.266; N -0.454; H 0.326; H 0.373; H 0.318; H 0.312; H 0.257; H 0.318; H 0.417

Arrangement x

Density functional theory data (the ωB97M-V functional and the def2-TZVPD basis) for a cluster of 4 separate species, C16H28N4 in total.

Element x y z (Å)
C  -1.803  14.320  11.169
C  -1.033  15.581  10.664
C  -0.297  16.370  11.777
C  -1.278  16.967  12.756
N  -2.021  17.427  13.526
H  -1.159  13.473  11.406
H  -2.492  13.958  10.406
H  -2.348  14.539  12.087
H  -1.702  16.256  10.132
H  -0.265  15.260  9.960
H  0.159  17.207  11.249
H  0.432  15.710  12.246
C  -0.087  14.652  2.720
C  0.096  16.066  2.271
C  1.505  16.317  1.694
C  1.919  15.351  0.708
N  2.230  14.619  -0.121
H  0.373  14.563  3.704
H  0.401  13.887  2.116
H  -1.102  14.261  2.801
H  -0.070  16.774  3.082
H  -0.678  16.318  1.546
H  2.288  16.365  2.450
H  1.461  17.293  1.209
C  0.465  19.043  8.016
C  0.258  17.639  7.373
C  0.571  17.605  5.822
C  1.649  18.544  5.338
N  2.505  19.245  5.018
H  -0.257  19.802  7.714
H  1.493  19.382  7.889
H  0.133  18.946  9.050
H  -0.788  17.382  7.545
H  0.757  16.782  7.824
H  -0.317  17.921  5.274
H  0.733  16.602  5.428
C  3.607  15.051  5.174
C  3.515  15.454  6.731
C  3.416  14.260  7.724
C  3.418  14.631  9.140
N  3.459  14.876  10.258
H  3.032  15.824  4.665
H  3.083  14.126  4.932
H  4.646  15.117  4.852
H  2.616  16.047  6.898
H  4.308  16.160  6.981
H  4.284  13.605  7.653
H  2.527  13.647  7.575

Calculated values
* spin multiplicity: 1
* SMILES: CCCC#N.CCCC#N.CCCC#N.CCCC#N
* molecular weight: 276.43 g/mol
* frontier orbital gap: 11.67 eV
* LUMO level: 0.003 Eh

Partial charges, Mulliken, in e: C -1.231; C -0.176; C -0.289; C 0.171; N -0.419; H 0.331; H 0.352; H 0.322; H 0.286; H 0.161; H 0.127; H 0.354; C -1.100; C -0.127; C -0.047; C 0.102; N -0.426; H 0.175; H 0.375; H 0.348; H 0.001; H 0.361; H 0.020; H 0.312; C -1.256; C -0.232; C -0.151; C 0.131; N -0.527; H 0.323; H 0.387; H 0.344; H 0.324; H 0.050; H 0.594; H 0.086; C -0.807; C 0.532; C -0.412; C 0.097; N -0.451; H -0.102; H 0.362; H 0.396; H -0.741; H 0.392; H 0.362; H 0.317

In eV, relative to the most stable structure: arrangement w 0.000; arrangement x 0.461.

Arrangement w

Density functional theory data (the ωB97M-V functional and the def2-TZVPD basis) for a cluster of 2 separate species, C8H22NSi in total.

Element x y z (Å)
C  1.838  1.243  -1.312
C  2.475  -1.209  -0.498
C  2.684  0.845  1.104
C  -1.406  -1.609  -1.475
C  -2.999  -0.401  1.052
C  -2.292  1.547  -1.136
C  -0.198  0.057  0.610
C  2.114  0.250  -0.146
N  -0.185  -0.721  1.945
Si  -1.851  -0.120  -0.312
H  2.698  1.209  -2.108
H  1.572  2.278  -0.912
H  1.000  0.926  -1.958
H  3.469  -1.138  -0.824
H  2.493  -1.987  0.397
H  1.850  -1.630  -1.241
H  3.706  1.116  0.912
H  2.680  0.229  2.024
H  2.324  1.877  1.343
H  -2.216  -1.938  -2.068
H  -0.593  -1.263  -2.026
H  -1.100  -2.522  -1.044
H  -3.515  -1.300  0.943
H  -2.785  -0.320  2.142
H  -3.840  0.381  0.823
H  -3.034  1.441  -1.893
H  -2.671  2.262  -0.424
H  -1.352  1.868  -1.583
H  -0.175  1.159  0.837
H  -0.949  -0.274  2.377
H  -0.360  -1.656  1.807
H  0.619  -0.602  2.645

Calculated values
* spin multiplicity: 1
* molecular weight: 160.36 g/mol
* charge: +1
* frontier orbital gap: 8.66 eV
* LUMO level: -0.120 Eh

Partial charges, Mulliken, in e: C -1.087; C -1.412; C -1.416; C -1.157; C -1.217; C -1.113; C -0.478; C 1.321; N -0.112; Si 0.247; H 0.344; H 0.309; H 0.214; H 0.514; H 0.252; H 0.294; H 0.455; H 0.324; H 0.314; H 0.414; H 0.272; H 0.415; H 0.429; H 0.389; H 0.268; H 0.405; H 0.352; H 0.281; H 0.234; H 0.292; H 0.299; H 0.352

Arrangement x

Density functional theory data (the ωB97M-V functional and the def2-TZVPD basis) for a cluster of 2 separate species, C8H22NSi in total.

Element x y z (Å)
C  3.379  0.713  -2.931
C  -2.960  -0.624  2.122
C  -2.035  -2.139  0.159
C  -0.672  1.794  1.023
C  2.208  0.116  -2.142
C  1.637  0.907  -1.020
C  0.233  0.315  -0.707
C  -2.544  -0.874  0.748
N  -0.249  0.504  0.626
Si  0.557  -0.460  2.073
H  4.308  0.577  -2.327
H  3.267  1.766  -3.256
H  3.314  0.005  -3.728
H  -2.603  -1.518  2.663
H  -2.473  0.312  2.421
H  -4.108  -0.389  2.204
H  -1.546  -2.666  0.957
H  -1.171  -1.977  -0.518
H  -2.828  -2.626  -0.476
H  -1.877  2.028  0.948
H  -0.334  2.096  2.074
H  -0.246  2.509  0.285
H  1.557  -0.146  -2.933
H  2.585  -0.859  -1.722
H  2.302  0.884  -0.017
H  1.451  1.916  -1.321
H  -0.504  0.688  -1.461
H  0.249  -0.708  -1.011
H  -2.892  -0.180  -0.038
H  1.182  -1.508  1.487
H  -0.640  -0.831  2.884
H  1.450  0.376  2.932

Calculated values
* spin multiplicity: 1
* molecular weight: 160.36 g/mol
* charge: +1
* frontier orbital gap (spin up / spin down): 7.14 / 7.14 eV
* LUMO level (spin up / spin down): -0.202 / -0.202 Eh

Partial charges, Mulliken, in e: C -1.210; C -1.069; C -0.885; C -0.976; C -0.744; C -0.017; C -1.186; C 0.446; N 0.296; Si 0.597; H 0.283; H 0.319; H 0.364; H 0.312; H 0.360; H 0.353; H 0.325; H 0.229; H 0.365; H 0.239; H 0.349; H 0.312; H 0.407; H 0.307; H 0.147; H 0.411; H 0.306; H 0.396; H 0.352; H -0.107; H -0.150; H -0.132

In eV, relative to the most stable structure: arrangement w 0.000; arrangement x 0.897.